Entry 1:
# C29H43F5N2O9S4

A 5-piece molecular cluster, C29H43F5N2O9S4 overall in a non-equilibrium geometry (ωB97M-V/def2-TZVPD, OMol25).

## Properties
E: -109089.5154 eV
HOMO level: -7.93 eV
LUMO energy: -1.4 eV

Each line ends with the Mulliken charge.
Atoms and positions in Å:
C (-0.060, 6.896, 0.958)  -0.88
C (-0.391, 5.297, 1.316)  -0.40
C (-1.688, 4.739, 0.444)  0.23
O (-1.462, 3.431, -0.191)  -0.44
C (-1.311, 2.348, 0.793)  0.33
C (-2.202, 2.318, 2.199)  -0.16
C (-2.007, 1.079, 3.269)  -0.52
C (-0.944, -0.101, 2.860)  -0.49
C (-0.054, -0.133, 1.449)  0.17
N (0.837, -1.326, 1.248)  -0.29
C (1.580, -1.155, -0.048)  -0.22
C (1.458, 0.097, -1.080)  -0.09
C (2.376, 0.111, -2.466)  0.59
F (2.551, -1.339, -2.851)  -0.28
F (1.720, 0.910, -3.543)  -0.15
C (3.871, 0.669, -2.048)  0.69
F (4.131, 2.044, -2.564)  -0.23
F (4.070, 0.744, -0.553)  -0.23
F (4.849, -0.335, -2.613)  -0.24
N (0.516, 1.247, -0.859)  -0.28
C (-0.243, 1.120, 0.430)  0.54
H (-0.328, 7.178, -0.152)  0.27
H (-0.705, 7.558, 1.706)  0.19
H (1.064, 7.184, 1.161)  0.29
H (0.600, 4.705, 1.116)  0.28
H (-0.711, 5.308, 2.463)  0.25
H (-1.815, 5.521, -0.450)  0.30
H (-2.712, 4.809, 1.048)  -0.11
H (-2.972, 3.159, 2.470)  0.14
H (-2.585, 0.964, 4.291)  0.29
H (-0.798, -1.003, 3.626)  0.30
H (2.338, -2.027, -0.347)  0.31
O (-4.021, 6.009, -0.901)  -0.70
S (-4.764, 5.792, 0.323)  1.23
O (-4.218, 5.050, 1.441)  -0.74
C (-5.352, 7.368, 0.912)  -0.79
C (-6.698, 7.548, 0.225)  -0.59
C (-7.390, 6.188, 0.308)  -0.57
C (-6.368, 5.127, -0.098)  -0.78
H (-4.635, 8.151, 0.663)  0.40
H (-5.471, 7.296, 1.997)  0.38
H (-7.290, 8.335, 0.701)  0.35
H (-6.549, 7.823, -0.826)  0.30
H (-7.719, 6.009, 1.339)  0.30
H (-8.278, 6.146, -0.331)  0.32
H (-6.526, 4.190, 0.442)  0.37
H (-6.388, 4.944, -1.175)  0.39
O (1.285, -3.609, 5.247)  -0.65
S (2.390, -4.488, 4.924)  1.16
O (2.431, -5.872, 5.352)  -0.68
C (2.666, -4.423, 3.165)  -0.56
C (3.640, -3.269, 2.980)  -0.49
C (4.674, -3.417, 4.095)  -0.74
C (3.914, -3.682, 5.393)  -0.66
H (1.719, -4.274, 2.643)  0.56
H (3.118, -5.372, 2.862)  0.10
H (4.104, -3.290, 1.989)  0.30
H (3.114, -2.313, 3.087)  0.23
H (5.332, -4.266, 3.872)  0.32
H (5.305, -2.527, 4.181)  0.35
H (4.478, -4.334, 6.064)  0.36
H (3.660, -2.750, 5.906)  0.36
O (3.116, -7.827, 0.644)  -0.67
S (1.846, -8.034, 1.308)  1.19
O (0.777, -7.056, 1.260)  -0.66
C (1.198, -9.617, 0.806)  -0.71
C (1.787, -10.598, 1.808)  -0.59
C (1.671, -9.918, 3.171)  -0.80
C (2.160, -8.480, 3.009)  -0.37
H (1.488, -9.829, -0.225)  0.40
H (0.108, -9.574, 0.890)  0.33
H (1.262, -11.558, 1.787)  0.36
H (2.843, -10.784, 1.576)  0.28
H (0.622, -9.918, 3.490)  0.31
H (2.247, -10.447, 3.937)  0.33
H (1.621, -7.795, 3.669)  0.23
H (3.236, -8.400, 3.187)  0.38
O (-1.960, 2.685, -7.918)  -0.65
S (-0.567, 2.657, -8.310)  1.14
O (-0.095, 3.255, -9.543)  -0.67
C (0.412, 3.282, -6.958)  -0.78
C (0.711, 2.054, -6.111)  -0.38
C (1.065, 0.945, -7.101)  -0.69
C (0.017, 0.971, -8.213)  -0.62
H (-0.144, 4.051, -6.418)  0.41
H (1.330, 3.705, -7.377)  0.38
H (1.525, 2.242, -5.404)  0.25
H (-0.178, 1.768, -5.537)  0.28
H (2.057, 1.137, -7.526)  0.33
H (1.100, -0.035, -6.615)  0.32
H (0.444, 0.679, -9.175)  0.35
H (-0.836, 0.331, -7.974)  0.35

***

Entry 2:
# C46H58AsBeF6N8O9

C46H58AsBeF6N8O9 as an isolated structure in a non-equilibrium geometry (ωB97M-V/def2-TZVPD, OMol25).

## Properties
Charge: +1
E: -156530.1202 eV
HOMO level: -11.50 eV
LUMO energy: -6.2 eV

Each line ends with the Mulliken charge.
Atoms and positions in Å:
Be (-2.936, -2.554, 2.153)  0.88
As (0.394, -0.523, 0.841)  1.83
F (1.461, -1.695, 1.642)  -0.66
F (0.413, 0.488, 2.324)  -0.39
F (-0.599, 0.686, -0.003)  -0.15
F (0.364, -1.548, -0.594)  -0.44
F (-1.046, -1.368, 1.447)  0.15
F (1.858, 0.307, 0.314)  -0.59
N (-1.255, -2.418, 4.051)  -0.12
C (-0.376, -3.381, 4.438)  -0.45
C (0.601, -3.206, 5.396)  -0.54
C (0.814, -1.901, 5.861)  -0.42
C (-0.104, -0.930, 5.535)  -0.30
C (-1.064, -1.199, 4.583)  -0.07
H (-0.541, -4.332, 3.949)  0.48
H (1.235, -4.000, 5.764)  0.44
H (1.496, -1.748, 6.687)  0.48
H (-0.009, 0.092, 5.875)  0.44
H (-1.728, -0.414, 4.245)  0.24
N (-0.312, 1.836, -4.512)  -0.32
C (0.147, 1.741, -5.766)  -0.46
C (0.728, 0.567, -6.283)  -0.43
C (0.779, -0.524, -5.454)  -0.34
C (0.214, -0.490, -4.197)  -0.64
C (-0.257, 0.753, -3.737)  -0.21
H (0.177, 2.667, -6.325)  0.41
H (1.278, 0.582, -7.213)  0.42
H (1.217, -1.448, -5.813)  0.40
H (0.321, -1.347, -3.546)  0.24
H (-0.575, 0.990, -2.728)  0.78
N (-3.687, -2.215, -0.329)  0.47
C (-4.731, -2.839, -0.963)  -0.74
C (-5.073, -2.662, -2.290)  -0.89
C (-4.426, -1.635, -3.011)  -0.79
C (-3.416, -0.947, -2.354)  -0.52
C (-3.102, -1.227, -1.020)  -0.91
H (-5.216, -3.511, -0.268)  0.59
H (-5.804, -3.291, -2.778)  0.48
H (-4.607, -1.507, -4.068)  0.55
H (-2.853, -0.221, -2.925)  0.79
H (-2.341, -0.680, -0.482)  1.13
N (-3.898, -0.190, 1.926)  0.23
C (-3.164, 0.956, 2.111)  -0.20
C (-3.785, 2.169, 2.001)  -0.68
C (-5.141, 2.291, 1.756)  -0.66
C (-5.813, 1.134, 1.451)  -0.47
C (-5.222, -0.102, 1.642)  -0.39
H (-2.090, 0.935, 2.235)  0.71
H (-3.286, 3.126, 2.084)  0.32
H (-5.558, 3.282, 1.648)  0.46
H (-6.848, 1.223, 1.148)  0.48
H (-5.809, -1.004, 1.557)  0.39
N (-1.716, -4.279, 0.861)  0.35
C (-2.496, -5.213, 0.287)  -0.09
C (-1.968, -6.315, -0.402)  -0.76
C (-0.600, -6.491, -0.518)  -0.42
C (0.213, -5.465, -0.035)  -1.05
C (-0.388, -4.410, 0.612)  -0.41
H (-3.572, -5.201, 0.391)  0.34
H (-2.699, -6.954, -0.876)  0.41
H (-0.171, -7.269, -1.134)  0.44
H (1.279, -5.524, -0.199)  0.46
H (0.218, -3.544, 0.842)  0.80
C (4.069, 0.681, -3.669)  0.35
C (4.337, 0.495, -2.164)  0.56
O (5.394, 1.417, -1.916)  -0.40
C (6.111, 1.515, -3.040)  0.58
O (7.149, 2.089, -3.178)  -0.56
O (5.420, 0.990, -4.069)  -0.42
H (3.413, 1.525, -3.874)  -0.05
H (3.740, -0.266, -4.093)  0.15
H (4.602, -0.510, -1.835)  0.38
H (3.408, 0.762, -1.660)  -0.60
C (1.461, 3.237, -1.009)  0.94
C (1.245, 4.754, -0.943)  -0.14
O (1.806, 5.195, -2.186)  -0.41
C (2.424, 4.151, -2.813)  0.31
O (2.982, 4.220, -3.865)  -0.53
O (2.281, 3.016, -2.129)  0.08
H (0.522, 2.741, -1.252)  -0.71
H (1.891, 2.983, -0.041)  -0.02
H (1.681, 5.282, -0.094)  0.15
H (0.189, 5.022, -0.882)  0.26
C (4.209, 0.435, 3.421)  -0.02
C (3.073, 0.179, 4.424)  1.28
O (3.691, 0.434, 5.681)  -0.41
C (5.018, 0.454, 5.550)  0.53
O (5.818, 0.418, 6.433)  -0.54
O (5.381, 0.363, 4.228)  -0.39
H (4.085, 1.463, 3.081)  0.20
H (4.149, -0.294, 2.616)  0.29
H (2.572, -0.788, 4.443)  -0.24
H (2.295, 0.929, 4.277)  -0.73
C (-2.586, 2.895, -1.643)  -0.94
C (-4.069, 2.576, -1.590)  0.56
C (-4.838, 3.167, -2.797)  -0.90
C (-4.414, 2.605, -4.070)  0.26
N (-4.116, 2.094, -5.052)  -0.46
H (-2.331, 3.954, -1.572)  0.43
H (-2.095, 2.534, -2.550)  0.33
H (-2.111, 2.413, -0.784)  -0.11
H (-4.423, 3.094, -0.698)  0.13
H (-4.206, 1.505, -1.449)  -0.15
H (-4.793, 4.255, -2.869)  0.38
H (-5.899, 3.033, -2.576)  0.43
C (-0.274, 2.963, 4.423)  -1.01
C (-0.067, 3.763, 3.128)  0.70
C (0.979, 4.848, 3.275)  -0.75
C (2.352, 4.350, 3.580)  0.18
N (3.384, 3.956, 3.891)  -0.47
H (-1.107, 2.259, 4.382)  0.12
H (-0.549, 3.685, 5.195)  0.55
H (0.599, 2.402, 4.753)  0.13
H (-0.997, 4.281, 2.884)  0.20
H (0.180, 3.099, 2.298)  -0.41
H (0.785, 5.528, 4.106)  0.46
H (1.068, 5.428, 2.356)  0.29
C (3.446, -3.598, -0.592)  -1.41
C (2.678, -3.073, -1.791)  1.53
C (3.070, -3.608, -3.163)  -0.30
C (4.522, -3.596, -3.420)  0.07
N (5.661, -3.598, -3.546)  -0.47
H (2.791, -3.514, 0.276)  0.21
H (4.322, -2.984, -0.370)  0.35
H (3.893, -4.589, -0.691)  0.43
H (2.798, -1.991, -1.712)  -0.54
H (1.618, -3.304, -1.685)  -0.34
H (2.495, -3.143, -3.963)  0.13
H (2.890, -4.685, -3.241)  0.39

***

Entry 3:
# C34H31As2MnO2

C34H31As2MnO2 as an isolated structure (ωB97M-V/def2-TZVPD, OMol25).

## Properties
Charge: +1
E: -192849.1347 eV
HOMO level (alpha / beta): -10.46 / -10.66 eV
LUMO energy (alpha / beta): -2.4 / -2.7 eV
Spin multiplicity: 6

Each line ends with the Löwdin spin population.
Atoms and positions in Å:
Mn (-0.414, 0.928, -0.753)  4.63
C (1.629, -0.063, 2.058)  0.01
C (2.519, -0.634, 0.965)  0.00
As (2.249, 0.209, -0.799)  0.03
C (1.448, -1.255, -1.808)  0.01
C (1.738, -2.601, -1.594)  0.00
C (1.027, -3.581, -2.265)  0.00
C (0.012, -3.235, -3.152)  0.00
C (-0.274, -1.902, -3.391)  0.00
C (0.452, -0.919, -2.724)  0.02
C (4.050, 0.289, -1.484)  0.01
C (5.012, 1.001, -0.774)  0.00
C (6.304, 1.093, -1.267)  0.00
C (6.635, 0.486, -2.471)  0.00
C (5.674, -0.214, -3.183)  0.00
C (4.378, -0.313, -2.694)  0.00
As (-0.258, -0.214, 1.577)  0.03
C (-0.467, -2.115, 1.323)  0.01
C (0.066, -3.031, 2.228)  0.00
C (-0.070, -4.391, 1.999)  0.00
C (-0.745, -4.842, 0.871)  0.00
C (-1.287, -3.935, -0.024)  0.00
C (-1.145, -2.570, 0.200)  0.00
C (-1.174, 0.171, 3.222)  0.00
C (-2.134, -0.708, 3.712)  0.00
C (-2.803, -0.406, 4.890)  0.00
C (-2.517, 0.766, 5.572)  0.00
C (-1.564, 1.646, 5.077)  0.00
C (-0.894, 1.354, 3.899)  0.00
H (1.828, 0.999, 2.230)  0.00
H (1.780, -0.584, 3.009)  0.00
H (2.339, -1.706, 0.851)  0.00
H (3.575, -0.504, 1.213)  0.00
H (2.519, -2.892, -0.900)  0.00
H (1.257, -4.624, -2.094)  0.00
H (-0.542, -4.008, -3.666)  0.00
H (-1.042, -1.622, -4.099)  0.00
H (0.279, 0.129, -3.013)  0.01
H (4.767, 1.494, 0.162)  0.00
H (7.051, 1.645, -0.714)  0.00
H (7.643, 0.562, -2.854)  0.00
H (5.929, -0.686, -4.122)  0.00
H (3.635, -0.864, -3.258)  0.00
H (0.580, -2.692, 3.120)  0.00
H (0.343, -5.098, 2.704)  0.00
H (-0.852, -5.905, 0.699)  0.00
H (-1.822, -4.282, -0.898)  0.00
H (-1.583, -1.872, -0.513)  0.00
H (-2.359, -1.630, 3.187)  0.00
H (-3.548, -1.090, 5.273)  0.00
H (-3.038, 0.997, 6.490)  0.00
H (-1.346, 2.563, 5.606)  0.00
H (-0.163, 2.058, 3.517)  0.00
C (-4.616, 1.204, -1.687)  0.00
C (-3.215, 1.687, -1.428)  0.01
O (-2.331, 0.792, -1.413)  0.07
C (-2.938, 3.089, -1.232)  0.01
C (-4.015, 4.006, -1.352)  0.00
C (-3.839, 5.353, -1.195)  0.00
C (-2.554, 5.839, -0.900)  0.00
C (-1.488, 4.992, -0.771)  0.01
C (-1.636, 3.596, -0.930)  0.01
O (-0.576, 2.854, -0.785)  0.10
H (-4.598, 0.122, -1.773)  0.00
H (-5.015, 1.633, -2.606)  0.00
H (-5.282, 1.499, -0.876)  0.00
H (-5.003, 3.634, -1.578)  0.00
H (-4.673, 6.032, -1.296)  0.00
H (-2.403, 6.902, -0.772)  0.00
H (-0.497, 5.363, -0.546)  0.00

***

Among the records above, which one has the highest E? C29H43F5N2O9S4